1.
{"formula": "C34H68N2O27", "method": "the ωB97M-V functional and the def2-TZVPD basis", "homo_lumo_gap_ev": 9.603, "e_lumo_ev": 0.19, "total_charge": 0, "smiles": "COC(=O)OC.COC(=O)OC.COC(=O)OC.COC(=O)OC.COC(=O)OC.COC(=O)OC.COC(=O)OC.COC(=O)OC.COCCOCCOC.CC#N.CC#N", "e_homo_ha": -0.34603, "elements": ["C", "O", "C", "C", "O", "C", "C", "O", "C", "H", "H", "H", "H", "H", "H", "H", "H", "H", "H", "H", "H", "H", "H", "C", "O", "C", "O", "O", "C", "H", "H", "H", "H", "H", "H", "C", "O", "C", "O", "O", "C", "H", "H", "H", "H", "H", "H", "C", "O", "C", "O", "O", "C", "H", "H", "H", "H", "H", "H", "C", "O", "C", "O", "O", "C", "H", "H", "H", "H", "H", "H", "C", "O", "C", "O", "O", "C", "H", "H", "H", "H", "H", "H", "C", "O", "C", "O", "O", "C", "H", "H", "H", "H", "H", "H", "C", "O", "C", "O", "O", "C", "H", "H", "H", "H", "H", "H", "C", "O", "C", "O", "O", "C", "H", "H", "H", "H", "H", "H", "C", "C", "N", "H", "H", "H", "C", "C", "N", "H", "H", "H"], "xyz": [[5.299, 2.571, -3.219], [6.162, 3.107, -4.185], [7.356, 2.231, -4.335], [8.313, 2.587, -5.533], [9.347, 1.644, -5.499], [10.270, 1.664, -6.601], [10.832, 3.035, -7.024], [9.862, 3.681, -7.950], [10.264, 5.045, -8.194], [4.288, 2.969, -3.303], [5.598, 2.938, -2.237], [5.259, 1.482, -3.261], [7.059, 1.186, -4.245], [7.888, 2.320, -3.387], [8.514, 3.654, -5.438], [7.667, 2.498, -6.406], [9.749, 1.212, -7.445], [11.083, 0.946, -6.498], [11.774, 2.808, -7.523], [11.038, 3.550, -6.086], [9.673, 5.585, -8.935], [11.318, 5.104, -8.467], [10.135, 5.562, -7.243], [2.147, 4.579, 5.234], [2.138, 5.820, 4.560], [1.873, 5.897, 3.252], [1.843, 5.052, 2.380], [1.751, 7.185, 2.916], [1.850, 7.638, 1.545], [3.039, 3.980, 5.051], [1.365, 3.897, 4.900], [1.955, 4.721, 6.298], [0.932, 7.291, 1.072], [2.686, 7.223, 0.982], [1.705, 8.712, 1.425], [6.451, -2.428, 2.001], [7.005, -1.802, 3.194], [6.204, -1.517, 4.288], [4.934, -1.384, 4.243], [7.064, -1.584, 5.447], [6.446, -1.369, 6.708], [7.194, -3.188, 1.761], [6.544, -1.646, 1.248], [5.461, -2.872, 2.107], [5.825, -2.247, 6.889], [6.004, -0.373, 6.686], [7.099, -1.353, 7.581], [-2.647, -9.825, 9.738], [-1.925, -9.077, 8.788], [-2.035, -7.715, 8.787], [-2.581, -7.146, 9.771], [-1.638, -7.250, 7.657], [-1.410, -5.866, 7.564], [-1.924, -9.909, 10.549], [-2.787, -10.845, 9.380], [-3.651, -9.544, 10.056], [-0.465, -5.581, 8.027], [-2.285, -5.232, 7.712], [-1.048, -5.692, 6.551], [6.047, -6.226, -3.987], [4.788, -6.221, -4.633], [4.115, -5.067, -4.701], [4.606, -3.962, -4.353], [2.956, -5.308, -5.290], [1.975, -4.262, -5.355], [5.767, -6.536, -2.980], [6.497, -5.235, -3.937], [6.813, -6.909, -4.354], [1.016, -4.605, -5.743], [2.416, -3.446, -5.927], [1.698, -3.867, -4.378], [-6.032, -2.521, 3.902], [-6.904, -1.479, 4.377], [-6.534, -0.274, 4.762], [-5.452, 0.233, 4.594], [-7.576, 0.387, 5.216], [-7.562, 1.756, 5.716], [-6.381, -2.830, 2.916], [-6.099, -3.463, 4.447], [-5.041, -2.069, 3.919], [-7.442, 2.462, 4.894], [-6.779, 1.934, 6.453], [-8.569, 2.067, 5.992], [-6.345, 0.898, -2.144], [-6.000, 2.140, -2.807], [-6.750, 2.784, -3.644], [-6.354, 3.838, -4.186], [-7.998, 2.256, -3.692], [-8.657, 2.758, -4.875], [-5.484, 0.465, -1.635], [-6.651, 0.090, -2.808], [-7.173, 0.884, -1.435], [-8.856, 3.830, -4.855], [-9.578, 2.177, -4.917], [-8.181, 2.516, -5.825], [-5.103, -5.499, -10.153], [-4.379, -5.480, -8.991], [-4.837, -6.116, -7.900], [-5.675, -7.003, -7.723], [-4.303, -5.392, -6.867], [-4.599, -5.753, -5.493], [-4.414, -5.476, -10.997], [-5.615, -4.538, -10.102], [-5.657, -6.435, -10.214], [-5.428, -5.207, -5.044], [-3.683, -5.557, -4.937], [-4.753, -6.832, -5.525], [-8.321, 7.471, -0.927], [-7.078, 7.351, -0.202], [-7.007, 6.286, 0.669], [-7.792, 5.351, 0.926], [-5.765, 6.480, 1.272], [-5.171, 5.491, 1.984], [-8.588, 8.515, -1.091], [-9.161, 6.988, -0.429], [-8.386, 6.873, -1.836], [-5.378, 5.757, 3.021], [-4.096, 5.449, 1.809], [-5.599, 4.491, 1.906], [-2.045, 2.535, 9.497], [-1.812, 1.399, 8.607], [-1.551, 0.524, 7.883], [-2.251, 2.244, 10.527], [-2.864, 3.094, 9.042], [-1.171, 3.181, 9.576], [-0.113, -0.217, 2.000], [-0.582, -1.109, 0.922], [-0.917, -1.866, 0.092], [0.917, 0.082, 1.805], [-0.099, -0.743, 2.954], [-0.894, 0.534, 1.877]]}

***

2.
{"formula": "C34H68N3O11P2ReS2Se", "method": "the ωB97M-V functional and the def2-TZVPD basis", "spin_multiplicity": 4, "homo_lumo_gap_ev": [7.254, 6.469], "e_lumo_ev": [-1.73, -1.97], "total_charge": 1, "e_homo_ha": [-0.33008, -0.31004], "elements": ["Re", "C", "C", "C", "O", "P", "O", "C", "P", "O", "O", "C", "C", "C", "O", "C", "C", "C", "O", "C", "C", "C", "H", "H", "H", "H", "H", "H", "H", "H", "H", "H", "H", "H", "H", "H", "H", "H", "H", "H", "H", "H", "H", "H", "H", "H", "H", "H", "H", "H", "H", "H", "O", "H", "H", "S", "O", "N", "O", "O", "C", "C", "C", "S", "O", "C", "C", "C", "H", "H", "H", "H", "H", "H", "H", "H", "H", "H", "H", "H", "H", "H", "C", "C", "C", "C", "N", "C", "Se", "N", "C", "C", "C", "C", "C", "C", "C", "C", "C", "C", "H", "H", "H", "H", "H", "H", "H", "H", "H", "H", "H", "H", "H", "H", "H", "H", "H", "H", "H", "H", "H", "H"], "xyz": [[0.836, -0.420, 0.094], [2.450, -5.951, 0.248], [2.005, -4.509, 0.157], [0.733, -4.335, -0.641], [1.764, -4.052, 1.538], [2.197, -2.641, 2.053], [2.378, -1.605, 0.984], [0.983, -2.230, 3.319], [0.857, -0.432, 3.422], [0.397, 0.206, 2.152], [2.319, -0.022, 3.844], [3.135, 0.950, 3.104], [4.567, 0.692, 3.513], [2.655, 2.355, 3.397], [-0.123, 0.011, 4.545], [-0.147, -0.152, 5.993], [0.861, 0.779, 6.636], [0.029, -1.598, 6.411], [3.591, -2.767, 2.766], [3.897, -3.812, 3.736], [5.076, -4.596, 3.201], [4.190, -3.142, 5.062], [2.659, -6.330, -0.752], [1.663, -6.560, 0.694], [3.352, -6.051, 0.850], [2.800, -3.892, -0.268], [-0.065, -4.949, -0.222], [0.915, -4.640, -1.673], [0.403, -3.298, -0.640], [1.346, -2.615, 4.272], [0.007, -2.653, 3.077], [3.017, 0.735, 2.040], [4.713, 0.917, 4.571], [5.228, 1.327, 2.925], [4.828, -0.350, 3.328], [2.641, 2.537, 4.474], [1.657, 2.514, 2.988], [3.329, 3.074, 2.931], [-1.157, 0.169, 6.244], [1.878, 0.499, 6.358], [0.765, 0.720, 7.720], [0.686, 1.809, 6.327], [1.072, -1.909, 6.312], [-0.612, -2.253, 5.821], [-0.248, -1.700, 7.459], [3.028, -4.471, 3.826], [5.932, -3.933, 3.070], [4.835, -5.041, 2.236], [5.347, -5.391, 3.895], [5.061, -2.492, 4.969], [4.396, -3.897, 5.820], [3.349, -2.533, 5.397], [-0.836, 0.793, -0.506], [-1.590, 0.320, -0.056], [-0.763, 1.639, 0.036], [1.638, -0.648, -2.037], [-2.557, -0.525, 1.067], [-1.876, -1.432, 1.581], [-2.090, -1.826, 2.721], [-0.941, -1.967, 0.900], [-5.383, 3.667, 0.881], [-4.168, 4.388, 0.304], [-2.998, 4.441, 1.280], [-2.358, 2.758, 1.588], [-0.895, 2.801, 1.187], [-2.422, 2.670, 3.401], [-1.185, 3.210, 4.103], [-0.878, 4.680, 3.843], [-6.201, 3.644, 0.162], [-5.743, 4.174, 1.779], [-5.145, 2.634, 1.143], [-4.441, 5.412, 0.041], [-3.844, 3.895, -0.618], [-3.295, 4.909, 2.219], [-2.141, 4.975, 0.869], [-2.543, 1.604, 3.605], [-3.337, 3.185, 3.699], [-0.336, 2.597, 3.805], [-1.334, 3.051, 5.175], [-0.614, 4.842, 2.798], [-0.032, 5.002, 4.451], [-1.727, 5.319, 4.095], [1.711, -2.400, -7.161], [1.066, -1.725, -5.956], [-0.186, -2.465, -5.496], [-0.766, -1.905, -4.202], [-1.331, -0.569, -4.398], [-0.827, 0.617, -4.020], [0.840, 1.082, -3.266], [-1.690, 1.589, -4.381], [-1.584, 3.003, -4.024], [-0.643, 3.815, -4.910], [-0.949, 3.763, -6.410], [-0.420, 2.515, -7.120], [-2.795, 1.010, -4.997], [-3.945, 1.558, -5.548], [-4.862, 0.674, -6.087], [-4.639, -0.708, -6.080], [-3.487, -1.250, -5.541], [-2.567, -0.360, -5.004], [2.599, -1.860, -7.488], [1.018, -2.447, -8.003], [2.010, -3.422, -6.918], [0.808, -0.693, -6.213], [1.780, -1.677, -5.129], [0.051, -3.519, -5.322], [-0.941, -2.435, -6.288], [0.004, -1.832, -3.440], [-1.570, -2.536, -3.820], [-1.263, 3.053, -2.982], [-2.593, 3.409, -4.090], [0.388, 3.494, -4.742], [-0.714, 4.845, -4.553], [-0.490, 4.639, -6.873], [-2.027, 3.859, -6.574], [0.632, 2.353, -6.876], [-0.501, 2.625, -8.201], [-0.971, 1.614, -6.846], [-4.121, 2.624, -5.563], [-5.773, 1.059, -6.524], [-5.382, -1.366, -6.510], [-3.313, -2.317, -5.542]]}

***

3.
{"formula": "C34H69AlB2BrCl5F4N2O14P", "method": "the ωB97M-V functional and the def2-TZVPD basis", "homo_lumo_gap_ev": 1.022, "e_lumo_ev": -3.26, "total_charge": -1, "e_homo_ha": -0.15750, "elements": ["C", "C", "O", "B", "O", "C", "C", "C", "C", "C", "C", "N", "C", "C", "O", "C", "C", "C", "C", "C", "C", "O", "C", "C", "O", "C", "C", "C", "C", "Br", "C", "N", "C", "P", "O", "O", "O", "H", "H", "H", "H", "H", "H", "H", "H", "H", "H", "H", "H", "H", "H", "H", "H", "H", "H", "H", "H", "H", "H", "H", "H", "H", "H", "H", "H", "H", "H", "H", "H", "H", "H", "H", "H", "H", "H", "H", "H", "H", "H", "H", "H", "H", "H", "H", "H", "B", "F", "F", "F", "F", "C", "C", "C", "O", "H", "H", "H", "H", "H", "H", "H", "H", "Al", "C", "O", "H", "H", "H", "C", "O", "O", "O", "Cl", "C", "C", "Cl", "H", "H", "H", "H", "C", "C", "O", "H", "H", "H", "H", "H", "C", "Cl", "Cl", "Cl", "H"], "xyz": [[1.900, -3.668, -3.698], [0.386, -3.966, -3.565], [-0.347, -2.816, -3.211], [-0.388, -2.520, -1.866], [0.434, -3.189, -0.986], [-1.412, -1.406, -1.397], [-0.766, 0.021, -1.416], [-1.600, 0.919, -2.340], [-1.245, 0.876, -3.836], [-0.008, 1.726, -4.203], [1.212, 0.891, -4.593], [2.179, 1.765, -5.293], [3.385, 1.009, -5.599], [3.280, 0.049, -6.768], [4.392, 1.144, -4.940], [-0.680, 0.674, -0.009], [0.206, 1.930, -0.125], [0.740, 2.489, 1.199], [2.214, 2.884, 1.059], [2.884, 3.199, 2.397], [3.797, 2.051, 2.816], [3.627, 1.710, 4.230], [3.204, 0.431, 4.394], [1.782, 0.316, 4.828], [3.941, -0.528, 4.238], [-0.120, -0.355, 0.990], [1.344, -0.658, 0.652], [1.955, -1.760, 1.500], [3.445, -1.930, 1.203], [3.886, -3.812, 1.488], [-1.016, -1.591, 1.064], [-1.999, -1.723, -0.072], [-2.658, -3.065, -0.002], [-3.884, -3.445, -1.289], [-4.889, -4.359, -0.756], [-3.028, -4.130, -2.472], [-4.471, -2.070, -1.808], [2.125, -2.729, -3.200], [2.536, -4.401, -3.191], [2.197, -3.536, -4.735], [0.185, -4.823, -2.921], [0.018, -4.246, -4.560], [1.373, -2.977, -1.031], [-2.183, -1.373, -2.152], [0.243, -0.018, -1.822], [-1.521, 1.957, -2.036], [-2.655, 0.660, -2.253], [-2.111, 1.255, -4.367], [-1.060, -0.165, -4.111], [0.256, 2.415, -3.409], [-0.258, 2.281, -5.104], [1.684, 0.511, -3.688], [0.861, 0.085, -5.243], [1.775, 1.956, -6.208], [2.231, -0.081, -7.021], [3.727, -0.891, -6.481], [3.840, 0.451, -7.609], [-1.683, 0.948, 0.325], [1.010, 1.751, -0.839], [-0.409, 2.706, -0.569], [0.599, 1.809, 2.038], [0.240, 3.414, 1.459], [2.220, 3.783, 0.447], [2.757, 2.118, 0.504], [2.186, 3.479, 3.177], [3.516, 4.063, 2.226], [4.844, 2.314, 2.714], [3.635, 1.170, 2.198], [1.743, 0.676, 5.855], [1.433, -0.707, 4.770], [1.147, 0.991, 4.260], [-0.093, 0.030, 2.002], [1.910, 0.251, 0.827], [1.490, -0.903, -0.400], [1.878, -1.502, 2.553], [1.488, -2.723, 1.328], [3.695, -1.739, 0.166], [4.048, -1.343, 1.882], [-1.628, -1.528, 1.958], [-0.469, -2.520, 1.139], [-2.733, -1.025, 0.105], [-1.917, -3.856, 0.049], [-3.204, -3.113, 0.936], [-3.107, -3.668, -3.316], [-4.198, -1.825, -2.701], [1.103, 6.404, 1.387], [0.860, 6.444, 0.003], [0.741, 7.612, 1.983], [0.339, 5.347, 1.957], [2.469, 6.137, 1.615], [-4.680, 1.329, 2.060], [-5.529, 0.074, 2.010], [-6.322, -0.115, 3.292], [-4.707, -1.075, 1.786], [-3.950, 1.282, 2.876], [-4.122, 1.451, 1.130], [-5.309, 2.192, 2.205], [-6.207, 0.132, 1.160], [-5.649, -0.219, 4.148], [-6.927, -1.021, 3.240], [-6.980, 0.736, 3.472], [-4.110, -1.132, 2.537], [1.913, -6.000, -4.751], [6.640, 1.410, -8.117], [6.519, 0.083, -8.248], [6.385, 1.807, -7.099], [7.660, 1.826, -8.293], [5.983, 2.026, -8.786], [-6.164, 0.739, -1.790], [-5.066, 0.527, -2.349], [-6.335, 1.425, -0.735], [-7.259, 0.259, -2.206], [-6.569, 4.364, 2.648], [-8.154, 4.596, 1.884], [-8.249, 3.760, 0.631], [-7.195, 4.338, -0.676], [-8.301, 5.656, 1.693], [-8.906, 4.267, 2.600], [-9.266, 3.773, 0.240], [-7.974, 2.728, 0.840], [3.706, -4.145, 5.982], [3.106, -4.955, 4.795], [2.055, -5.669, 5.208], [4.050, -4.814, 6.770], [4.564, -3.553, 5.637], [2.967, -3.458, 6.395], [3.963, -5.530, 4.364], [2.903, -4.194, 4.010], [5.943, -0.555, 7.126], [5.468, 1.106, 7.485], [7.701, -0.696, 7.027], [5.294, -1.669, 8.330], [5.527, -0.820, 6.162]]}

***

Computed energy (Eh) in order:
-3476.9887 -6286.9643 -8407.6793